An isolated molecule of C4H8O2. Source: OMol25; level of theory: wB97M-V/def2-TZVPD.

Values from the calculation:
total energy: -307.644192 a.u.
SMILES: C[C@@]1(O)C[C@H]1O
molar mass: 88.11 u
relative energy (zero: lowest compared OMol25 entry of this formula, charge and spin): 179.2 kJ/mol
Kohn-Sham gap: 0.3672 Eh

Each line ends with the natural charge from an NBO analysis.
Cartesian coordinates (Å):
C1 -1.08 0.27 -0.93  -0.647
C2 -0.06 0.45 0.17  0.210
O1 0.20 1.79 0.48  -0.698
C3 0.00 -0.56 1.29  -0.467
C4 1.11 -0.47 0.28  0.061
O2 1.23 -1.54 -0.62  -0.701
H1 -2.11 0.36 -0.56  0.212
H2 -0.97 -0.72 -1.36  0.239
H3 -0.94 1.01 -1.73  0.212
H4 -0.59 2.27 0.25  0.470
H5 0.21 -0.22 2.30  0.229
H6 -0.66 -1.42 1.20  0.224
H7 2.04 -0.03 0.64  0.185
H8 1.61 -1.18 -1.43  0.471